1.
The following is a DFT calculation (the ωB97M-V functional and the def2-TZVPD basis) of a 16-piece molecular cluster, C36H58B3N16O6P overall at a distorted geometry.

Atoms and positions in Å:
C  -2.5539  -4.2568  -0.7529
C  -1.4581  -3.8192  -1.5811
B  -0.4257  -2.7735  -0.8978
O  1.0061  -2.9899  -0.7464
B  1.3808  -1.9774  0.2582
C  1.8147  -2.4514  1.7435
O  1.2810  -0.5834  -0.1743
B  -0.0130  -0.5165  -0.7978
C  -0.4737  0.5198  -1.9569
P  -0.5611  2.3284  -1.3767
O  -0.6178  2.3569  0.1562
O  0.7679  3.1309  -2.0612
O  -1.9620  2.9952  -2.0767
O  -0.9879  -1.5298  -0.3517
H  -2.3462  -4.4110  0.3697
H  -3.6176  -4.3959  -1.1340
H  -1.3221  -4.1464  -2.6657
H  1.4002  -3.5242  1.8838
H  2.9501  -2.4495  1.9167
H  1.2448  -1.8075  2.5044
H  -1.5680  0.2396  -2.2233
H  0.1098  0.4184  -2.9431
H  1.5369  2.5001  -1.9925
H  -2.7788  2.5377  -1.7778
C  2.1725  -6.4997  3.6815
C  1.1035  -6.2145  2.6707
N  0.2591  -5.9911  1.8742
H  2.1380  -7.5512  3.9715
H  3.1543  -6.2846  3.2564
H  2.0202  -5.8815  4.5678
C  -3.4956  5.6212  -3.7056
C  -4.5621  5.9251  -4.7157
N  -5.4026  6.1656  -5.5120
H  -3.5337  4.5665  -3.4303
H  -2.5126  5.8444  -4.1249
H  -3.6470  6.2279  -2.8112
C  4.7786  1.4979  -3.2336
C  3.4644  0.7824  -3.1018
N  2.3833  0.1973  -2.9957
H  4.7627  2.1519  -4.1100
H  4.9685  2.1010  -2.3431
H  5.5858  0.7684  -3.3482
C  -1.0862  -8.4451  5.9450
C  -0.6025  -7.0330  6.0844
N  -0.2257  -5.9084  6.2038
H  -1.0342  -8.9520  6.9099
H  -2.1198  -8.4499  5.5951
H  -0.4640  -8.9813  5.2264
C  -3.2585  -3.9566  7.4968
C  -3.9761  -5.2655  7.3356
N  -4.5366  -6.2990  7.2105
H  -3.9238  -3.1330  7.2330
H  -2.9348  -3.8362  8.5320
H  -2.3835  -3.9308  6.8447
C  4.7643  0.6431  3.5792
C  3.9771  -0.5806  3.9416
N  3.3546  -1.5445  4.2254
H  4.4224  1.4952  4.1672
H  5.8231  0.4748  3.7813
H  4.6337  0.8661  2.5186
C  4.4571  2.6733  7.2722
C  5.6745  2.4998  6.4140
N  6.6515  2.3697  5.7416
H  3.5708  2.7721  6.6431
H  4.3366  1.8068  7.9243
H  4.5606  3.5698  7.8856
C  -7.1289  -4.8635  4.0276
C  -6.5338  -3.9754  5.0779
N  -6.0632  -3.2804  5.9082
H  -8.1558  -5.1196  4.2943
H  -7.1279  -4.3514  3.0647
H  -6.5434  -5.7802  3.9433
C  8.3592  4.0324  3.2163
C  8.3462  3.9440  1.7193
N  8.3360  3.8742  0.5391
H  9.3742  3.8840  3.5883
H  8.0041  5.0142  3.5335
H  7.7091  3.2648  3.6399
C  -6.9921  -4.4905  -0.4847
C  -6.2774  -5.3939  0.4774
N  -5.7077  -6.1056  1.2312
H  -7.8081  -5.0307  -0.9649
H  -7.3991  -3.6304  0.0463
H  -6.2981  -4.1400  -1.2504
C  -0.9864  8.7739  -6.0828
C  -0.5564  7.4267  -5.5838
N  -0.2205  6.3628  -5.1924
H  -2.0659  8.7877  -6.2274
H  -0.7149  9.5430  -5.3582
H  -0.4967  8.9915  -7.0335
C  -4.4459  9.0127  -8.7172
C  -3.8562  9.9053  -7.6668
N  -3.3908  10.6078  -6.8377
H  -5.4786  8.7708  -8.4610
H  -4.4268  9.5162  -9.6851
H  -3.8697  8.0883  -8.7845
C  6.4730  -2.6970  -3.2706
C  6.9429  -1.2837  -3.0994
N  7.3129  -0.1689  -2.9650
H  6.5282  -3.2243  -2.3169
H  5.4399  -2.7043  -3.6225
H  7.1017  -3.2112  -3.9993
C  0.6936  -1.1848  -6.6786
C  1.3478  -0.7225  -5.4088
N  1.8646  -0.3550  -4.3999
H  1.3760  -1.8313  -7.2326
H  -0.2156  -1.7419  -6.4459
H  0.4357  -0.3240  -7.2982
C  7.6303  6.7511  -0.6756
C  8.0935  8.1706  -0.5320
N  8.4589  9.2889  -0.4186
H  7.6860  6.2432  0.2870
H  6.5982  6.7314  -1.0294
H  8.2624  6.2247  -1.3922
C  -11.3779  -3.1870  0.2581
C  -10.1866  -3.0944  -0.6478
N  -9.2477  -3.0213  -1.3619
H  -11.0676  -3.5354  1.2447
H  -11.8455  -2.2062  0.3573
H  -12.1045  -3.8883  -0.1552

Atoms 1-6, force components in eV/Å:
C 2.30 1.08 -1.45
C -1.97 -0.94 2.10
B 0.78 -0.72 0.75
O -2.54 2.29 1.27
B 0.57 0.21 -0.47
C -0.78 -0.55 -0.25

Summary:
Total energy in eV: -85712.5264
Charge: 0
Molecular weight in u: 874.38
HOMO in eV: -6.59
Frontier orbital gap in Ha: 0.250

***

2.
The following is a DFT calculation (the ωB97M-V functional and the def2-TZVPD basis) of one molecule with the formula C4H7NO at a distorted geometry.

Atoms and positions in Å:
N  -2.0815  1.9207  0.1953
C  -1.7329  0.8208  0.1386
C  -1.1826  -0.5068  0.1904
C  0.0684  -0.6948  -0.6701
C  1.1666  0.2551  -0.2283
O  1.3814  0.0526  1.1577
H  -0.7963  -0.4721  1.2569
H  -1.9621  -1.2509  -0.0405
H  0.4038  -1.7279  -0.5302
H  -0.1146  -0.5455  -1.7379
H  2.0842  0.0540  -0.7921
H  0.8692  1.2955  -0.4210
H  1.8963  0.7994  1.4813

Atoms 1-6, force components in eV/Å:
N 0.14 -0.78 -0.16
C -0.56 1.74 -0.36
C 0.57 -0.17 1.03
C 0.16 -0.03 -0.10
C 0.00 0.06 -0.31
O 0.24 0.21 0.19

Summary:
Total energy in eV: -7798.4494
Charge: 0
SMILES: N#CCCCO
ΔE to the lowest compared entry with this formula, charge and spin in kcal/mol: 27.6
Molecular weight in u: 85.11
HOMO in eV: -10.80
Frontier orbital gap in Ha: 0.425

***

3.
The following is a DFT calculation (the ωB97M-V functional and the def2-TZVPD basis) of one molecule with the formula C3H4FNS at a distorted geometry.

Atoms and positions in Å:
C  0.4609  0.0677  -1.7625
C  -0.0166  0.1863  -0.5334
F  -0.9394  1.1299  -0.2689
C  0.4176  -0.6626  0.5993
N  0.0780  -0.7066  1.8229
S  -1.0147  0.2437  2.6648
H  1.1863  -0.6676  -1.9860
H  0.1195  0.7195  -2.5647
H  1.1947  -1.4046  0.2967
H  -1.4864  1.0943  1.7318

Atoms 1-6, force components in eV/Å:
C -0.67 0.75 -0.05
C 0.28 -0.25 0.15
F -0.09 0.07 0.01
C 0.42 -0.48 -0.14
N -0.02 0.23 -0.29
S 0.06 -0.07 -0.13

Summary:
Total energy in eV: -18216.9122
Charge: 0
SMILES: C=C(F)/C=N\S
ΔE to the lowest compared entry with this formula, charge and spin in kcal/mol: 25.1
Molecular weight in u: 105.14
HOMO in eV: -8.87
Frontier orbital gap in Ha: 0.335

***

4.
The following is a DFT calculation (the ωB97M-V functional and the def2-TZVPD basis) of C45H40N5O4V as an isolated structure at a distorted geometry.

Atoms and positions in Å:
V  -0.6222  0.5012  0.4254
C  0.7299  3.5363  -1.2396
C  -0.4393  3.0778  -2.0377
C  -0.3445  3.0291  -3.3991
C  -1.4477  2.6168  -4.1443
C  -2.7219  2.5356  -3.5666
C  -2.8216  2.5394  -2.1850
C  -4.2512  2.2638  -1.6336
C  -1.6674  2.6866  -1.4056
N  -1.5262  2.2591  -0.0515
C  -2.3357  2.7795  0.9145
O  -2.9683  3.8088  0.8202
C  -2.4334  1.8898  2.1377
C  -3.3815  2.1156  3.2012
C  -3.6539  1.0725  4.0454
C  -2.9833  -0.1018  3.8484
C  -2.1563  -0.2570  2.7786
N  -1.8654  0.7506  1.9782
C  -1.6228  -1.6007  2.3006
O  -1.8672  -2.7039  2.8057
N  -0.8859  -1.4743  1.1695
C  -0.7642  -2.6261  0.3084
C  -1.8431  -3.2797  -0.2567
C  -3.2841  -3.1586  0.1001
C  -1.6814  -4.1710  -1.2304
C  -0.4341  -4.6002  -1.6696
C  0.6674  -4.1398  -0.9893
C  0.5111  -3.0448  -0.0664
C  1.7123  -2.4779  0.6166
H  1.4361  4.0362  -1.8786
H  0.3559  4.3144  -0.5984
H  1.1704  2.7619  -0.5151
H  0.5394  3.4890  -3.8467
H  -1.4029  2.5771  -5.1881
H  -3.6094  2.3747  -4.1720
H  -4.1862  1.8498  -0.6101
H  -4.8764  3.2246  -1.5998
H  -4.6277  1.4401  -2.2206
H  -3.8317  3.0501  3.2880
H  -4.3921  1.1243  4.8285
H  -3.1524  -0.8391  4.6325
H  -3.4947  -3.7954  0.9986
H  -3.5768  -2.1051  0.3987
H  -3.8699  -3.4239  -0.7607
H  -2.5748  -4.4897  -1.7797
H  -0.3126  -5.2898  -2.4349
H  1.7306  -4.4441  -1.1416
H  2.0474  -3.1635  1.3390
H  2.5144  -2.2316  -0.0528
H  1.5336  -1.4892  1.0040
C  2.9871  0.1167  -2.1517
C  2.1529  0.3806  -1.0634
N  0.8475  0.1082  -1.1102
C  0.3800  -0.4759  -2.2336
C  1.1126  -0.7595  -3.3902
C  2.4469  -0.4267  -3.2937
C  0.4792  -1.3016  -4.5811
C  -0.8177  -1.5779  -4.5654
C  -1.6211  -1.1723  -3.4610
C  -3.0120  -1.3815  -3.3973
C  -3.7222  -1.0959  -2.2555
C  -3.1033  -0.5115  -1.2225
N  -1.7979  -0.2310  -1.2453
C  -1.0771  -0.6451  -2.3156
H  4.0194  0.4370  -2.1475
H  2.4491  0.8377  -0.1543
H  3.0471  -0.5741  -4.1179
H  1.2223  -1.6182  -5.2916
H  -1.3470  -2.1037  -5.3887
H  -3.4449  -1.8273  -4.2678
H  -4.7717  -1.3828  -2.2150
H  -3.5516  -0.2661  -0.3037
C  6.8740  -0.2446  2.8183
C  5.4106  0.0903  2.7999
C  5.0160  1.2871  2.3370
C  3.6584  1.6120  2.2682
C  3.1444  2.9197  1.6851
C  2.6768  0.7512  2.8614
C  3.1001  -0.3843  3.5330
C  2.1296  -1.1965  4.3789
C  4.4347  -0.7080  3.3946
C  1.2267  1.1239  2.7947
O  0.4704  1.4900  3.6599
O  0.8927  0.9041  1.4989
H  7.5807  0.5817  2.8035
H  7.1217  -0.7738  1.8838
H  7.2058  -0.9842  3.5439
H  5.7407  2.0498  2.0419
H  2.2808  3.2961  2.2945
H  2.8026  2.7579  0.6799
H  3.9603  3.6880  1.6986
H  1.4443  -0.4701  4.8140
H  2.6666  -1.6670  5.2314
H  1.5201  -1.9078  3.8895
H  4.7265  -1.5422  3.9965

Atoms 1-6, force components in eV/Å:
V 0.46 -0.77 -0.26
C -0.13 -0.67 1.53
C -0.98 -0.81 0.78
C -0.36 0.30 -0.54
C -1.07 1.06 0.60
C 1.59 -0.44 -0.18

Summary:
Total energy in eV: -88646.6366
Charge: 0
Spin multiplicity: 3
ΔE to the lowest compared entry with this formula, charge and spin in kcal/mol: 9.4
Molecular weight in u: 765.79
HOMO (spin up / spin down) in eV: -7.99 / -8.08
Frontier orbital gap (spin up / spin down) in Ha: 0.271 / 0.267

***

Question: Among the records above, which one has the lowest total energy?
Answer: C45H40N5O4V

***

Please write out number 2 again, unchanged.
The following is a DFT calculation (the ωB97M-V functional and the def2-TZVPD basis) of one molecule with the formula C4H7NO at a distorted geometry.

Atoms and positions in Å:
N  -2.0815  1.9207  0.1953
C  -1.7329  0.8208  0.1386
C  -1.1826  -0.5068  0.1904
C  0.0684  -0.6948  -0.6701
C  1.1666  0.2551  -0.2283
O  1.3814  0.0526  1.1577
H  -0.7963  -0.4721  1.2569
H  -1.9621  -1.2509  -0.0405
H  0.4038  -1.7279  -0.5302
H  -0.1146  -0.5455  -1.7379
H  2.0842  0.0540  -0.7921
H  0.8692  1.2955  -0.4210
H  1.8963  0.7994  1.4813

Atoms 1-6, force components in eV/Å:
N 0.14 -0.78 -0.16
C -0.56 1.74 -0.36
C 0.57 -0.17 1.03
C 0.16 -0.03 -0.10
C 0.00 0.06 -0.31
O 0.24 0.21 0.19

Summary:
Total energy in eV: -7798.4494
Charge: 0
SMILES: N#CCCCO
ΔE to the lowest compared entry with this formula, charge and spin in kcal/mol: 27.6
Molecular weight in u: 85.11
HOMO in eV: -10.80
Frontier orbital gap in Ha: 0.425